No. 1
Molecular formula: C41H105N7O10
Method: DFT, the ωB97M-V functional and the def2-TZVPD basis

Positions of all 163 atoms, in Å:
C  9.6823  2.1534  0.0440
C  9.9721  1.7271  1.4785
C  11.2612  0.8569  1.5260
C  10.2099  3.0115  2.3496
C  10.0810  2.7470  3.8667
C  8.7316  2.0984  4.1158
C  8.4338  0.7593  3.3428
C  9.1148  -0.4511  3.9321
C  6.8962  0.6067  3.4296
N  8.7000  1.0098  1.8760
O  8.3905  -0.1005  1.0363
H  9.5190  1.2557  -0.5523
H  8.7355  2.6710  -0.1104
H  10.4048  2.8533  -0.3760
H  11.0899  -0.0674  0.9743
H  12.0798  1.3934  1.0463
H  11.4520  0.5142  2.5430
H  11.2360  3.3732  2.2838
H  9.6549  3.8909  2.0230
H  10.9094  2.1904  4.3050
H  10.1094  3.6903  4.4122
H  7.9623  2.8521  3.9477
H  8.6662  2.0265  5.2014
H  10.2021  -0.3755  3.9479
H  8.9314  -1.4484  3.5322
H  8.9988  -0.5428  5.0121
H  6.5424  0.6291  4.4604
H  6.4697  -0.2518  2.9109
H  6.4359  1.4687  2.9468
H  7.4908  0.0623  0.7439
C  -4.6363  -1.4061  1.9119
C  -3.3440  -1.0895  2.6047
C  -3.3114  -1.3579  4.1188
C  -2.2040  -1.9478  1.9075
C  -0.7649  -1.3934  1.9376
C  -0.6980  0.0828  1.6312
C  -1.7227  0.9778  2.3515
C  -1.1758  1.1790  3.8178
C  -1.6194  2.3163  1.6450
N  -3.0836  0.3394  2.2489
O  -4.0230  1.1557  2.9282
H  -4.9392  -2.4491  2.0040
H  -5.5278  -0.8136  2.1176
H  -4.5671  -1.2279  0.8388
H  -3.9601  -0.6668  4.6569
H  -3.6776  -2.3479  4.3908
H  -2.3552  -1.3782  4.6416
H  -2.2831  -2.9962  2.1947
H  -2.4731  -2.1046  0.8629
H  -0.3379  -1.7428  2.8777
H  -0.1407  -1.9434  1.2334
H  -0.8526  0.2125  0.5600
H  0.2720  0.5626  1.7624
H  -1.9528  1.7434  4.3333
H  -0.2306  1.7131  3.7203
H  -1.0340  0.2365  4.3466
H  -2.2604  3.0662  2.1085
H  -1.9669  2.2870  0.6123
H  -0.7124  2.9024  1.7928
H  -4.7096  1.2770  2.2682
C  5.1789  8.4348  4.4060
O  3.8287  8.2297  4.8186
C  2.9917  7.8130  3.7505
C  2.5493  9.1720  3.1081
C  1.7792  10.0293  4.1072
N  1.7413  9.1635  1.9133
H  5.5074  7.5798  3.8152
H  5.8696  8.7747  5.1777
H  5.3491  9.3200  3.7931
H  3.3806  7.0736  3.0504
H  2.0415  7.4349  4.1277
H  3.4265  9.7682  2.8567
H  1.0321  9.4727  4.6732
H  1.4127  10.8978  3.5599
H  2.4365  10.3405  4.9191
H  1.7936  10.0587  1.4485
H  2.1449  8.4586  1.3131
C  4.0960  4.3912  -7.3018
O  3.7073  5.0803  -6.0945
C  3.2034  4.1886  -5.1085
C  2.4699  5.0155  -4.0086
C  1.2356  5.7596  -4.4673
N  3.3485  6.0062  -3.3296
H  3.1972  3.9988  -7.7776
H  4.8542  3.6223  -7.1532
H  4.6426  5.0348  -7.9910
H  2.5636  3.4107  -5.5251
H  4.1429  3.8169  -4.6994
H  2.0110  4.3214  -3.3045
H  1.6042  6.5909  -5.0683
H  0.7165  6.1312  -3.5839
H  0.4674  5.1830  -4.9826
H  4.1326  5.4523  -3.0158
H  3.6375  6.5287  -4.1442
C  -4.4714  1.9839  -5.0199
O  -5.5219  1.9835  -5.9499
C  -6.0980  3.2869  -5.9840
C  -7.2219  3.3183  -7.0074
C  -7.9413  4.6212  -7.2898
N  -8.2461  2.3420  -6.8364
H  -4.5510  2.5189  -4.0736
H  -3.5980  2.4565  -5.4691
H  -4.1525  0.9674  -4.7896
H  -6.5941  3.3559  -5.0159
H  -5.3794  4.0424  -6.3015
H  -6.6624  3.0592  -7.9063
H  -7.2108  5.4234  -7.1858
H  -8.7765  4.7601  -6.6032
H  -8.2918  4.7333  -8.3157
H  -8.7121  2.1304  -7.7071
H  -7.7073  1.5144  -6.6245
C  -7.5086  -8.2471  -2.9542
O  -6.1979  -8.1682  -3.5332
C  -5.9811  -9.1644  -4.5387
C  -4.4521  -9.3907  -4.8176
C  -3.9268  -8.1664  -5.5334
N  -4.1797  -10.4228  -5.7004
H  -7.7083  -9.2549  -2.5899
H  -8.2751  -7.9134  -3.6536
H  -7.3849  -7.5985  -2.0870
H  -6.3103  -10.0898  -4.0660
H  -6.4739  -8.9018  -5.4748
H  -3.7713  -9.5330  -3.9783
H  -2.8442  -8.0410  -5.5113
H  -4.2642  -7.2593  -5.0319
H  -4.3879  -8.1970  -6.5206
H  -4.4790  -11.3181  -5.3414
H  -3.1725  -10.4844  -5.7427
C  2.3055  -8.6418  -1.6105
O  3.5129  -9.4324  -1.7923
C  3.4586  -10.8258  -1.9313
C  3.0527  -11.4860  -0.5582
C  3.9510  -11.1913  0.6442
N  3.0608  -12.9737  -0.6289
H  2.5638  -7.6192  -1.8858
H  1.7609  -8.6162  -0.6667
H  1.5468  -8.9848  -2.3140
H  2.7262  -11.0805  -2.6973
H  4.4651  -11.0940  -2.2523
H  2.0102  -11.1841  -0.4575
H  3.6367  -10.1983  0.9655
H  4.9798  -11.2464  0.2882
H  3.7206  -11.7531  1.5494
H  2.5028  -13.3863  0.1049
H  3.9738  -13.2693  -0.3138
C  -4.5986  0.5142  10.1196
O  -4.4267  0.8760  11.4836
H  -5.6448  0.7299  9.9025
H  -3.9773  1.1924  9.5348
H  -4.2464  -0.4989  9.9254
H  -4.6687  1.8020  11.5583
C  -11.9836  -0.8778  4.0632
O  -12.5774  -1.7410  4.9956
H  -11.4728  -1.4771  3.3096
H  -12.7110  -0.1732  3.6602
H  -11.2166  -0.3108  4.5908
H  -13.1623  -1.1900  5.5208
C  -10.0621  1.7998  -1.9492
O  -10.7886  2.3729  -3.0508
H  -9.8261  2.6488  -1.3076
H  -10.5661  0.9844  -1.4303
H  -9.1679  1.3094  -2.3337
H  -10.2424  2.3298  -3.8391

Properties
SMILES string	CC1(C)CCCC(C)(C)N1O.CC1(C)CCCC(C)(C)N1O.COC[C@H](C)N.COC[C@H](C)N.COC[C@H](C)N.COC[C@H](C)N.COC[C@H](C)N.CO.CO.CO
spin multiplicity	1
HOMO-LUMO gap	8.5787	eV

---

No. 2
Molecular formula: C41H124N27O18Sn
Method: DFT, the ωB97M-V functional and the def2-TZVPD basis

Positions of all 211 atoms, in Å:
Sn  -1.1444  -2.6455  4.3742
C  -1.0335  -0.3673  -0.0117
C  -0.5103  -0.1854  1.4066
C  0.5317  0.9840  1.4685
O  -1.4046  -0.1348  2.4634
H  -1.6143  -1.2831  -0.1218
H  -0.1776  -0.2495  -0.6763
H  -1.5713  0.5007  -0.3931
H  0.1270  -1.0455  1.6117
H  0.0523  1.9556  1.3497
H  1.2730  0.8660  0.6782
H  1.0867  1.0253  2.4057
C  -6.4381  -0.4748  -0.6957
C  -5.1989  0.2403  -1.2030
C  -4.9702  -0.1771  -2.6570
O  -4.3016  -1.4140  -2.8201
C  -3.9513  -1.7509  -4.1961
N  -5.2537  1.6827  -0.9618
H  -6.7452  -0.3509  0.3428
H  -6.2119  -1.5396  -0.7510
H  -7.3247  -0.2709  -1.2960
H  -4.2813  0.1398  -0.6234
H  -4.3346  0.5481  -3.1651
H  -5.9609  -0.2232  -3.1092
H  -3.1828  -1.1040  -4.6192
H  -4.8510  -1.8635  -4.8011
H  -3.5028  -2.7444  -4.1906
H  -5.9572  1.9018  -0.2711
H  -5.5100  2.1043  -1.8431
C  -4.1585  3.2140  -4.3948
C  -4.0804  4.3511  -3.3581
C  -2.8702  5.2698  -3.6976
O  -2.6863  6.3283  -2.7642
C  -1.7248  7.2804  -3.1023
N  -5.2991  5.1417  -3.3969
H  -4.9412  2.5152  -4.0995
H  -3.3102  2.5314  -4.3453
H  -4.3096  3.4701  -5.4435
H  -3.9800  3.8646  -2.3879
H  -2.9824  5.6714  -4.7047
H  -1.8989  4.7752  -3.6975
H  -2.1506  7.9002  -3.8915
H  -0.7676  6.8298  -3.3644
H  -1.5286  7.9192  -2.2411
H  -5.8376  4.7823  -2.6217
H  -5.0784  6.0866  -3.1166
C  7.8692  3.5688  2.1434
C  7.7638  2.8528  3.5482
C  6.6170  1.9318  3.6184
O  5.4232  2.6801  3.5344
C  4.1952  1.9228  3.9103
N  9.0018  2.1471  3.8578
H  8.7345  4.2297  2.1953
H  6.9428  4.1178  1.9750
H  7.9990  2.7864  1.3957
H  7.6791  3.5782  4.3574
H  6.6580  1.3749  4.5545
H  6.5518  1.2472  2.7728
H  4.3474  0.8479  4.0081
H  3.3631  2.1952  3.2610
H  3.8846  2.2727  4.8947
H  9.0028  1.2992  3.3090
H  9.7724  2.6760  3.4748
C  -0.2532  -7.3507  2.4197
C  -0.2605  -5.8242  2.4367
C  0.1811  -5.3203  0.9992
O  0.1444  -3.8702  0.9300
C  0.4602  -3.5002  -0.4317
N  -1.5793  -5.3366  2.7995
H  -0.9328  -7.7719  1.6788
H  -0.5841  -7.8139  3.3493
H  0.7685  -7.6970  2.2638
H  0.4941  -5.4349  3.1202
H  -0.5267  -5.6588  0.2425
H  1.1444  -5.6951  0.6533
H  1.0405  -4.2387  -0.9847
H  0.9680  -2.5357  -0.4323
H  -0.4670  -3.3770  -0.9913
H  -2.3023  -5.6408  2.1631
H  -1.8513  -5.6157  3.7313
C  2.6344  0.6788  -5.8041
C  3.1424  0.6875  -4.3911
C  1.9973  0.8207  -3.3401
O  1.3149  2.0313  -3.6173
C  0.1974  2.2777  -2.7168
N  3.8966  -0.5638  -4.1334
H  1.9236  1.4838  -5.9904
H  2.0662  -0.2509  -5.8357
H  3.4348  0.5571  -6.5339
H  3.7535  1.5652  -4.1809
H  2.3726  0.7988  -2.3170
H  1.2726  0.0073  -3.3733
H  -0.7195  1.7006  -2.8372
H  -0.1567  3.2469  -3.0681
H  0.4545  2.4561  -1.6727
H  4.2503  -0.6114  -3.1885
H  4.7035  -0.4743  -4.7342
C  -1.4349  -7.7171  -2.5417
C  -2.5167  -7.1203  -1.6323
C  -2.6802  -5.6002  -1.7696
O  -3.5507  -5.1055  -0.7733
C  -3.7668  -3.6952  -0.6618
N  -3.8423  -7.7277  -1.8341
H  -1.3669  -8.8045  -2.5733
H  -0.4444  -7.3010  -2.3579
H  -1.8010  -7.5416  -3.5532
H  -2.1958  -7.3527  -0.6168
H  -3.1458  -5.5038  -2.7504
H  -1.7141  -5.1238  -1.6032
H  -3.0214  -3.3083  0.0330
H  -4.7634  -3.4075  -0.3270
H  -3.7198  -3.1938  -1.6285
H  -4.4135  -7.0548  -1.3433
H  -3.8535  -8.6112  -1.3448
C  3.8450  -3.4308  -1.5791
C  5.2286  -2.8705  -1.5928
C  5.2749  -1.6578  -0.5917
O  4.5445  -0.5392  -1.1513
C  4.1537  0.3727  -0.0802
N  6.2699  -3.7274  -1.0722
H  3.3961  -3.6152  -0.6032
H  3.8770  -4.2835  -2.2573
H  3.1842  -2.6851  -2.0212
H  5.4649  -2.6714  -2.6381
H  6.2917  -1.3265  -0.3809
H  4.7901  -2.0529  0.3010
H  3.7195  1.2627  -0.5357
H  4.9508  0.6404  0.6133
H  3.4797  -0.0295  0.6762
H  6.4234  -4.5590  -1.6244
H  6.1216  -4.0439  -0.1246
C  2.8196  -2.6831  3.2101
O  1.8990  -2.1916  3.8818
N  4.0593  -2.5581  3.5550
N  2.6893  -3.4447  2.1849
H  4.2606  -1.8566  4.2531
H  4.7965  -3.0220  3.0435
H  1.8338  -3.4530  1.6482
H  3.5255  -3.6377  1.6523
C  3.4121  4.0889  0.6035
O  2.4818  4.3128  1.3523
N  4.5357  3.5525  1.0302
N  3.3851  4.3922  -0.6750
H  4.6738  3.3731  2.0145
H  5.3714  3.5123  0.4644
H  4.1245  4.2124  -1.3392
H  2.5119  4.8052  -0.9698
C  0.9023  4.6096  4.8396
O  1.3600  3.4882  4.9764
N  0.0145  5.2154  5.5913
N  1.3514  5.3571  3.9084
H  -0.3627  6.1354  5.4141
H  -0.3380  4.6368  6.3403
H  1.8308  5.0902  3.0605
H  0.9845  6.2960  3.9720
C  -2.9665  3.0835  1.9628
O  -3.4515  4.1900  1.7952
N  -1.9966  2.8171  2.7821
N  -3.1865  2.1223  1.1474
H  -1.5827  1.8958  2.7746
H  -1.7035  3.5653  3.3940
H  -3.9127  2.2428  0.4558
H  -2.6473  1.2960  1.3631
C  -0.4688  5.2363  -0.3500
O  0.3700  5.6264  -1.1724
N  -0.0728  4.5914  0.7197
N  -1.7807  5.2731  -0.5336
H  0.8884  4.2920  0.8004
H  -0.7386  4.0284  1.2295
H  -2.0791  5.7287  -1.3842
H  -2.3831  4.7994  0.1243
C  -1.2209  1.4158  -6.2067
O  -2.1883  1.1976  -6.9455
N  -0.4702  0.5623  -5.5821
N  -0.8112  2.6297  -6.0235
H  0.2359  0.9334  -4.9626
H  -0.6778  -0.4195  -5.6963
H  -0.1765  2.7232  -5.2434
H  -1.2878  3.4438  -6.3842
C  -3.6612  0.3153  5.9679
O  -2.8221  -0.5394  6.2118
N  -3.6599  0.9629  4.8402
N  -4.7241  0.5596  6.6597
H  -4.2476  1.7520  4.6119
H  -2.9649  0.5406  4.2413
H  -5.3461  1.3432  6.5212
H  -4.7509  0.0864  7.5516
C  -4.7023  -1.6776  2.7227
O  -3.9997  -2.5540  3.2030
N  -4.2576  -0.6037  2.1956
N  -5.9764  -1.6919  2.5463
H  -3.2618  -0.5864  2.0274
H  -4.9324  0.0235  1.7818
H  -6.2933  -2.6170  2.7990
H  -6.5602  -0.8870  2.7235
C  0.7132  0.2122  6.2452
O  0.2364  -0.8766  6.2420
N  0.3479  1.2017  5.4134
N  1.4039  0.7579  7.1330
H  -0.2543  1.1171  4.6071
H  0.9072  2.0427  5.4001
H  1.9138  1.6245  7.0387
H  1.7996  0.0070  7.6805
C  1.0561  -4.3692  -4.4500
O  1.9312  -5.1354  -4.0405
N  1.2670  -3.1156  -4.5661
N  -0.2010  -4.6600  -4.6585
H  0.5833  -2.4523  -4.9019
H  2.2123  -2.7953  -4.4110
H  -0.8185  -3.9756  -5.0712
H  -0.3588  -5.6437  -4.4923

Properties
total charge	+1
spin multiplicity	1
HOMO-LUMO gap	6.2737	eV

---

No. 3
Molecular formula: C41H19BiCl5N9S
Method: DFT, the ωB97M-V functional and the def2-TZVPD basis

Positions of all 76 atoms, in Å:
Bi  0.6043  0.0977  -0.4078
C  2.9817  1.3000  -6.6657
C  2.3261  2.5251  -6.5125
C  1.5321  2.7812  -5.4073
C  1.4249  1.7874  -4.4457
C  0.6644  1.6985  -3.2088
N  0.9184  0.4857  -2.6255
C  1.7356  -0.2493  -3.4415
N  2.0841  -1.5076  -3.3014
C  1.6268  -2.3139  -2.3562
C  1.8160  -3.7486  -2.3831
C  2.4937  -4.5850  -3.2604
C  2.4849  -5.9409  -2.9892
C  1.8029  -6.4569  -1.8810
C  1.1121  -5.6308  -1.0139
C  1.1322  -4.2661  -1.2723
C  0.5420  -3.1374  -0.5884
N  -0.1795  -3.2449  0.5169
C  -0.8977  -2.2709  1.0095
N  -1.1314  -1.0491  0.4206
C  -2.0899  -0.3823  1.1421
N  -2.6416  0.7640  0.8432
C  -2.2562  1.5362  -0.1651
N  -1.1744  1.3612  -0.9816
C  -1.0654  2.4340  -1.8266
N  -0.1912  2.6112  -2.8071
C  -2.1251  3.3693  -1.5220
C  -2.4329  4.6278  -2.0232
C  -3.4915  5.3086  -1.4523
C  -4.2561  4.7324  -0.4290
C  -3.9760  3.4665  0.0491
C  -2.8862  2.7948  -0.4911
C  -2.4054  -1.1631  2.3303
C  -3.1717  -0.8770  3.4479
C  -3.1321  -1.7779  4.5014
C  -2.3646  -2.9417  4.4300
C  -1.6182  -3.2449  3.3015
C  -1.6449  -2.3380  2.2557
N  0.8703  -1.9915  -1.2593
C  2.0890  0.5621  -4.5967
C  2.8662  0.3000  -5.7147
H  3.5901  1.1288  -7.5439
H  2.4400  3.2844  -7.2747
H  1.0043  3.7182  -5.2907
H  3.0087  -4.1808  -4.1213
H  3.0161  -6.6186  -3.6446
H  1.8224  -7.5236  -1.7008
H  0.5736  -6.0236  -0.1622
H  -1.8460  5.0523  -2.8269
H  -3.7368  6.3036  -1.7996
H  -5.0765  5.2951  -0.0034
H  -4.5755  3.0045  0.8223
H  -3.7535  0.0342  3.4965
H  -3.6879  -1.5659  5.4050
H  -2.3368  -3.6129  5.2780
H  -0.9994  -4.1302  3.2462
H  3.3568  -0.6573  -5.8286
Cl  2.0737  -1.6008  2.0397
C  2.1048  -0.8033  3.6135
C  2.0607  0.5622  3.6783
C  2.0938  1.1152  4.9411
Cl  2.0389  2.8529  5.1126
C  2.1810  0.3477  6.1037
Cl  2.2093  1.0747  7.6728
C  2.2436  -1.0403  5.9913
Cl  2.3978  -2.0255  7.3986
C  2.1980  -1.6309  4.7321
Cl  2.2502  -3.3553  4.5866
S  -0.5953  4.7411  1.7272
C  -1.3589  3.6439  2.8005
C  -0.8732  2.3929  2.6120
N  0.0694  2.2765  1.6259
C  0.3157  3.4288  1.0872
H  -2.0893  3.9826  3.5156
H  -1.1468  1.5193  3.1824
H  1.0510  3.5839  0.3085

Properties
spin multiplicity	1
HOMO-LUMO gap (spin up / spin down)	4.1811 / 4.2241	eV
ΔE to the lowest compared entry with this formula, charge and spin	11.2	kcal per mole